No. 1
ORCA calculation (wB97M-V/def2-TZVPD) on an isolated ion of composition C2H5N2S and charge +1 at a distorted geometry.

Structure (XYZ):
```
10
Properties=species:S:1:pos:R:3:nbo_charge:R:1
H 2.29 -2.27 -0.73 0.4087
N 1.57 -1.93 -0.11 -0.5260
C 1.45 -0.73 0.19 0.2086
S 2.05 0.99 -0.09 0.2062
C 0.57 0.33 0.65 -0.2755
N -0.73 0.59 -0.28 -0.6927
H 0.48 0.46 1.76 0.2878
H -0.65 1.62 -0.30 0.4625
H -1.39 0.08 0.28 0.4694
H -0.40 0.28 -1.16 0.4509
```

Its total charge is +1. The structure (SMILES) is [H]/N=C1\S[C@H]1[NH3+]. As for the electronic energy: -15961.1437 eV. The HOMO energy is -14.41 eV. The calculation puts the orbital gap at 10.26 eV.

---

No. 2
ORCA calculation (wB97M-V/def2-TZVPD) on an isolated ion of composition C5H14N2 and charge +3 at a distorted geometry.

Structure (XYZ):
```
21
Properties=species:S:1:pos:R:3:mulliken_spin:R:1
C 1.29 0.69 -1.29 0.0687
C 1.39 0.09 0.06 0.0535
C 0.23 -0.85 0.35 0.0777
C -1.00 -0.04 0.92 0.1629
C -3.07 1.01 0.00 0.1117
N -2.32 -0.03 0.19 0.1096
N 2.75 -0.79 0.01 0.0015
H 1.71 -0.03 -2.08 0.0157
H 0.24 0.90 -1.55 0.0020
H 1.95 1.60 -1.50 0.0619
H 1.56 0.68 1.05 -0.0047
H 0.30 -1.68 1.01 0.0558
H -0.12 -1.29 -0.64 0.0283
H -0.88 1.05 1.02 0.0570
H -1.10 -0.32 2.02 0.1924
H -3.62 1.14 -1.05 0.0050
H -2.94 1.98 0.38 0.0085
H -2.36 -0.98 -0.31 -0.0095
H 3.30 -0.38 -0.72 0.0015
H 2.59 -1.73 -0.13 0.0006
H 3.31 -0.60 0.88 0.0000
```

As for the spin multiplicity: 2. Its total charge is +3. As for the electronic energy: -8353.0090 eV. The HOMO energy (spin up / spin down) is -25.30 / -24.74 eV. The calculation puts the orbital gap (spin up / spin down) at 10.89 / 4.58 eV. Its expectation value of S² is 0.754.

---

No. 3
ORCA calculation (wB97M-V/def2-TZVPD) on an isolated ion of composition C2H2NO4 and charge +1 at a distorted geometry.

Structure (XYZ):
```
9
Properties=species:S:1:pos:R:3:nbo_charge:R:1
O 1.38 -2.00 1.39 -0.0742
N 0.82 -1.17 0.83 0.7027
O -0.36 -0.36 1.45 -0.2287
C -0.73 0.48 0.50 0.0008
C 0.03 0.32 -0.63 0.5250
O 0.10 0.84 -1.82 -0.6006
O 0.94 -0.69 -0.35 -0.1562
H -1.53 1.17 0.71 0.2830
H -0.65 1.41 -2.07 0.5482
```

Its total charge is +1. The structure (SMILES) is O=[n+]1occ(O)o1. As for the electronic energy: -11771.8094 eV. The HOMO energy (spin up / spin down) is -14.77 / -14.77 eV. The calculation puts the orbital gap (spin up / spin down) at 8.00 / 8.00 eV.

---

No. 4
ORCA calculation (wB97M-V/def2-TZVPD) on a 2-piece molecular cluster, C4H12 overall at a distorted geometry.

Structure (XYZ):
```
16
Properties=species:S:1:pos:R:3:mulliken_spin:R:1
C -0.82 0.50 1.75 0.4953
C 0.69 0.42 1.89 2.5473
H -1.14 1.54 1.82 -0.4996
H -1.10 -0.13 0.90 0.1642
H -1.32 -0.09 2.50 -0.2791
H 1.12 0.92 2.77 -1.0941
H 1.31 0.82 1.08 -0.4165
H 0.98 -0.61 2.07 -0.2723
C 0.26 -1.05 -1.56 0.9429
C -0.25 0.27 -2.17 0.6553
H -0.47 -1.84 -1.34 -0.1035
H 0.98 -1.59 -2.19 -0.9347
H 0.74 -0.90 -0.59 0.3824
H 0.25 1.09 -1.66 -0.2904
H -1.33 0.34 -2.07 -0.1173
H 0.09 0.31 -3.21 -0.1799
```

As for the spin multiplicity: 2. Its total charge is -1. As for the electronic energy: -4340.5398 eV. The HOMO energy (spin up / spin down) is 1.57 / -7.63 eV. The calculation puts the orbital gap (spin up / spin down) at 2.75 / 12.03 eV. Its expectation value of S² is 0.750.

---

No. 5
ORCA calculation (wB97M-V/def2-TZVPD) on a 13-piece molecular cluster, C36H92Cl6O30S10 overall at a distorted geometry.

Structure (XYZ):
```
174
Properties=species:S:1:pos:R:3:mulliken_charge:R:1
Cl -1.93 -2.78 -0.96 -0.0381
C -0.71 -3.39 -2.11 0.7215
C -0.64 -4.91 -2.14 -0.6480
Cl -0.07 -5.58 -0.57 -0.0447
H 0.24 -2.94 -1.85 0.2013
H -1.00 -3.01 -3.09 -0.7075
H -0.01 -5.24 -2.97 0.4657
H -1.61 -5.34 -2.37 0.3423
Cl 4.73 6.86 -0.55 -0.2013
C 3.24 6.42 0.33 -0.5408
C 3.15 4.93 0.69 0.4132
Cl 4.65 4.42 1.50 -0.1794
H 2.40 6.76 -0.27 0.3147
H 3.26 7.02 1.24 0.3615
H 3.02 4.33 -0.21 -0.1561
H 2.27 4.78 1.31 -0.0148
Cl 4.54 1.12 -1.01 -0.1556
C 4.40 -0.61 -0.66 0.0255
C 4.81 -0.77 0.78 -0.3531
Cl 4.61 -2.45 1.23 -0.1362
H 5.00 -1.23 -1.33 0.5281
H 3.41 -1.03 -0.84 -0.2850
H 4.35 -0.06 1.46 0.0021
H 5.86 -0.56 0.97 0.5069
O -4.72 -0.30 -4.66 -0.5769
S -4.83 0.83 -3.77 1.2111
O -6.01 1.21 -3.06 -0.6492
O -3.63 0.57 -2.70 -0.1686
C -3.22 1.48 -1.68 -0.5340
C -2.86 0.63 -0.48 0.8800
C -4.11 2.33 -4.51 -0.7419
H -3.93 2.28 -1.45 0.7080
H -2.33 2.00 -2.03 -0.0690
H -3.65 -0.10 -0.32 0.3742
H -2.69 1.22 0.42 -0.4668
H -1.92 0.11 -0.67 -0.8190
H -3.14 1.96 -4.86 0.0826
H -3.94 3.11 -3.78 0.2474
H -4.73 2.61 -5.36 0.5638
O 2.88 2.12 -8.34 -0.5747
S 3.80 1.21 -7.71 1.1463
O 5.01 0.81 -8.35 -0.6311
O 4.17 1.69 -6.20 -0.4535
C 3.15 2.47 -5.53 0.8561
C 3.49 2.25 -4.08 -1.5757
C 2.96 -0.36 -7.33 -0.5677
H 2.15 2.08 -5.70 0.0067
H 3.16 3.53 -5.76 0.0487
H 4.52 2.40 -3.74 0.4736
H 3.30 1.24 -3.72 0.3150
H 2.90 2.96 -3.48 0.3655
H 3.53 -0.95 -6.62 0.3853
H 2.66 -0.80 -8.28 0.4206
H 2.01 -0.03 -6.90 -0.1186
O 2.12 3.66 6.84 -0.6533
S 3.03 2.84 6.07 1.2080
O 4.14 2.21 6.74 -0.6228
O 2.22 1.65 5.35 -0.3117
C 1.06 1.86 4.58 -0.3560
C 0.66 0.63 3.82 0.8321
C 3.56 3.68 4.53 -0.9073
H 1.17 2.71 3.90 0.1462
H 0.16 2.13 5.15 0.2761
H 0.31 -0.06 4.59 0.0114
H 1.43 0.19 3.18 -0.1485
H -0.26 0.85 3.28 -0.5867
H 4.42 4.31 4.69 0.5183
H 2.68 4.29 4.33 0.3256
H 3.74 2.87 3.83 0.1878
O -0.91 1.34 0.56 0.0457
S 0.51 1.33 0.33 0.4015
O 1.37 2.29 0.99 -0.1206
O 1.19 -0.14 0.63 0.1766
C 0.36 -1.29 0.49 -0.0656
C 1.03 -2.37 1.27 0.2715
C 0.80 1.42 -1.46 0.1761
H 0.26 -1.47 -0.59 -0.2894
H -0.65 -1.16 0.90 0.0444
H 2.02 -2.64 0.90 0.2022
H 0.35 -3.22 1.21 -0.8044
H 1.16 -2.08 2.32 -0.0748
H 0.21 2.28 -1.79 0.5868
H 0.30 0.56 -1.91 -0.5298
H 1.84 1.46 -1.74 -0.6472
O -0.01 -2.15 -7.01 -0.5811
S -0.66 -2.59 -5.79 1.0049
O -0.24 -3.78 -5.07 -0.5739
O -0.73 -1.34 -4.74 -0.1000
C -1.01 -0.04 -5.23 -0.8426
C -0.06 0.95 -4.57 1.6490
C -2.47 -2.78 -6.05 -0.9982
H -2.05 0.21 -5.06 -0.1363
H -0.75 -0.02 -6.29 0.7037
H 0.94 0.54 -4.71 0.0575
H -0.30 1.00 -3.50 -0.9468
H -0.15 1.96 -4.97 -0.3558
H -2.92 -2.87 -5.06 0.3144
H -2.62 -3.65 -6.69 0.4520
H -2.87 -1.90 -6.54 0.2901
O -1.56 4.13 -5.11 -0.6516
S -0.37 4.81 -4.67 1.2840
O 0.72 4.09 -4.09 -0.4881
O 0.22 5.66 -5.93 -0.3527
C 0.85 4.84 -6.91 0.4159
C 0.54 5.43 -8.29 -1.4221
C -0.79 6.17 -3.55 -1.0770
H 0.47 3.82 -6.99 0.0586
H 1.89 4.85 -6.58 0.0868
H 1.10 6.37 -8.36 0.3459
H -0.52 5.62 -8.45 0.3357
H 0.83 4.79 -9.13 0.3696
H 0.18 6.58 -3.27 0.3387
H -1.22 5.72 -2.66 0.3669
H -1.38 6.91 -4.08 0.3663
O -3.45 3.76 0.53 -0.3697
S -3.65 4.07 1.93 0.9862
O -3.98 5.42 2.29 -0.6713
O -4.73 2.99 2.52 -0.2086
C -5.06 3.15 3.89 -0.1247
C -6.48 3.72 3.90 -1.3187
C -2.14 3.56 2.82 -0.7130
H -4.33 3.77 4.43 0.3133
H -5.08 2.23 4.48 0.2752
H -6.45 4.75 3.56 0.2853
H -6.96 3.62 4.87 0.4148
H -7.12 3.17 3.20 0.3136
H -2.17 2.47 2.86 -0.0461
H -2.11 3.91 3.85 0.5299
H -1.28 3.81 2.20 0.3258
O -0.02 -4.29 9.57 -0.6585
S -0.30 -3.83 8.24 1.2044
O -1.45 -2.99 7.98 -0.6024
O 1.02 -3.00 7.69 -0.4837
C 0.92 -2.34 6.42 -0.2353
C 1.91 -2.83 5.41 -0.3685
C -0.25 -5.28 7.18 -0.3594
H 1.21 -1.33 6.72 0.3197
H -0.10 -2.25 6.03 0.2761
H 2.04 -2.16 4.56 0.1096
H 1.69 -3.82 4.98 -0.2567
H 2.91 -2.95 5.83 0.5270
H -0.50 -4.93 6.17 -0.2705
H -0.88 -6.08 7.55 0.5347
H 0.79 -5.56 7.23 0.3428
O -0.82 -7.27 4.80 -0.6049
S 0.07 -7.36 3.67 1.1456
O -0.63 -7.23 2.40 -0.5936
O 1.25 -6.24 3.77 -0.2184
C 1.85 -5.77 2.59 0.5528
C 3.37 -5.61 2.85 -1.2935
C 1.08 -8.82 3.83 -1.0453
H 1.41 -4.84 2.22 -0.4960
H 1.84 -6.51 1.79 0.6626
H 3.87 -5.67 1.88 0.4343
H 3.77 -6.48 3.37 0.3436
H 3.69 -4.70 3.36 0.1929
H 1.60 -8.74 4.79 0.3121
H 1.77 -8.85 2.99 0.3307
H 0.46 -9.70 3.80 0.4130
O -1.27 -2.39 2.69 -0.1345
S -2.10 -3.40 3.31 1.1145
O -1.70 -4.02 4.55 -0.7489
O -3.61 -2.79 3.54 -0.4091
C -4.13 -1.76 2.73 -0.3950
C -3.56 -0.39 3.10 0.0711
C -2.46 -4.62 2.01 -0.7702
H -5.21 -1.84 2.76 0.5392
H -3.94 -1.90 1.66 -0.0560
H -3.72 0.31 2.29 0.0616
H -2.53 -0.51 3.46 -0.1284
H -4.06 0.03 3.97 0.1706
H -3.23 -4.18 1.37 0.3624
H -2.89 -5.52 2.46 0.4382
H -1.51 -4.74 1.51 -0.0895
```

As for the electronic energy: -283729.9440 eV. The HOMO energy is -10.57 eV. The calculation puts the orbital gap at 10.28 eV.

---

No. 6
ORCA calculation (wB97M-V/def2-TZVPD) on a 4-piece molecular cluster, C5H20NO4S overall at a distorted geometry.

Structure (XYZ):
```
31
Properties=species:S:1:pos:R:3:nbo_charge:R:1
C -1.24 0.64 1.81 -0.0794
O -0.26 0.47 2.82 -0.7490
C -0.94 -0.40 0.72 -0.0695
C -1.85 -0.33 -0.50 -0.4402
C -1.39 -1.17 -1.68 -0.5159
S -0.13 -0.32 -2.72 0.1968
C 1.40 -0.97 -2.06 -0.7691
N -0.92 -1.72 1.43 -0.6815
H -2.22 0.52 2.26 0.1951
H -1.10 1.61 1.38 0.2011
H 0.64 0.39 2.42 0.4992
H 0.09 -0.21 0.45 0.2274
H -1.95 0.72 -0.74 0.2618
H -2.81 -0.68 -0.14 0.2070
H -0.94 -2.11 -1.39 0.2026
H -2.18 -1.32 -2.40 0.2521
H 2.19 -0.23 -2.05 0.2609
H 1.76 -1.95 -2.37 0.2305
H 1.26 -1.08 -0.98 0.1900
H -1.85 -2.13 1.59 0.4318
H -0.52 -1.54 2.34 0.4654
H -0.39 -2.43 0.92 0.4408
H 2.85 -0.02 2.30 0.4980
H 2.17 0.41 0.96 0.5127
O 2.15 -0.25 1.68 -1.0007
H 2.92 2.35 -0.38 0.4949
H 1.45 1.94 -0.65 0.5076
O 2.30 1.63 -0.29 -0.9961
H -0.24 2.42 -2.29 0.5058
H -0.16 3.36 -1.08 0.4866
O -0.12 2.43 -1.33 -0.9666
```

Its total charge is +1. As for the electronic energy: -26018.9533 eV. The HOMO energy is -11.83 eV. The calculation puts the orbital gap at 8.88 eV.